# 1
{
  "formula": "C29H43Cl2F5N3O5SiTi",
  "method": "ωB97M-V/def2-TZVPD",
  "elements": ["C", "C", "H", "H", "H", "C", "C", "H", "H", "H", "H", "Ti", "Cl", "C", "O", "N", "C", "C", "H", "H", "H", "H", "H", "H", "H", "H", "H", "C", "C", "N", "H", "C", "O", "H", "H", "H", "H", "H", "H", "C", "C", "N", "H", "C", "O", "H", "H", "H", "H", "O", "C", "C", "C", "H", "C", "H", "C", "H", "C", "C", "H", "H", "H", "Si", "Cl", "C", "C", "C", "H", "H", "H", "H", "H", "H", "H", "H", "H", "F", "C", "C", "F", "C", "F", "C", "O", "C", "F", "C", "F"],
  "xyz": [[-5.41641, 0.25954, 0.20884], [-5.81134, -0.82530, -0.73953], [-5.94212, 1.18534, -0.02847], [-4.35316, 0.47229, 0.11683], [-5.62315, 0.01092, 1.24503], [-6.94819, -0.87537, -1.43513], [-8.07003, 0.10318, -1.43394], [-7.08824, -1.72934, -2.09312], [-7.69544, 1.12618, -1.35513], [-8.71829, -0.05228, -0.56888], [-8.69080, 0.04239, -2.32296], [2.62795, 1.71298, 0.88854], [0.37400, 1.52406, 1.29747], [2.03151, -1.10724, 0.84730], [2.67663, -0.23799, 0.23222], [1.94922, -2.37478, 0.44489], [2.25857, -2.75996, -0.91764], [1.53036, -3.41796, 1.35713], [1.49413, -0.86735, 1.76220], [2.83288, -1.96898, -1.38353], [1.33902, -2.91965, -1.48046], [2.83715, -3.68381, -0.92716], [1.40211, -3.00589, 2.35274], [2.27740, -4.21088, 1.40015], [0.58376, -3.85096, 1.03338], [7.79259, 0.70229, -0.14636], [8.39625, 1.99508, 2.19405], [7.33655, 1.67135, -0.34904], [7.72186, 2.77314, 1.83588], [6.78913, 2.23093, 0.87044], [6.53634, 1.54945, -1.06853], [5.47726, 2.23549, 1.10897], [4.63742, 1.76451, 0.32002], [7.17940, 3.17949, 2.68317], [5.17328, 2.68535, 2.05174], [8.09840, 2.33353, -0.76088], [8.31830, 3.56821, 1.38762], [-0.37621, 5.15935, -0.72598], [-0.83613, 2.70135, -1.70451], [0.48384, 5.20966, -1.39314], [-0.11496, 3.04810, -2.44268], [0.88371, 3.87652, -1.78927], [1.29810, 5.70022, -0.86878], [2.03951, 3.36420, -1.38697], [2.20924, 2.16002, -1.10822], [0.37195, 2.18391, -2.87577], [2.86484, 4.07959, -1.35125], [0.21709, 5.80259, -2.26738], [-0.63323, 3.62353, -3.20904], [-3.91922, -1.67608, -1.99147], [-4.79749, -1.93548, -0.90516], [-5.62225, -3.83330, -2.37474], [-5.47998, -3.26982, -1.11416], [-5.21208, -3.31527, -3.22824], [-6.27772, -5.04795, -2.53140], [-4.21530, -2.00250, 0.01989], [-6.00398, -3.94036, -0.01174], [-6.38134, -5.47662, -3.51994], [-6.79560, -5.71207, -1.43033], [-6.65557, -5.15277, -0.16612], [-5.90751, -3.50043, 0.97344], [-7.30541, -6.65865, -1.55344], [-7.05478, -5.66348, 0.70049], [-2.26965, -1.95330, -1.96971], [2.74912, 3.98509, 1.37577], [-1.79885, -2.00397, -3.77864], [-1.88978, -3.58825, -1.13266], [-1.34660, -0.56679, -1.10958], [-2.50180, -2.60568, -4.35332], [-0.80430, -2.42735, -3.91860], [-1.79357, -1.00318, -4.20957], [-1.53387, 0.39166, -1.59235], [-0.27055, -0.74339, -1.13858], [-1.64057, -0.47672, -0.06588], [-2.53544, -4.38597, -1.49860], [-2.00764, -3.52917, -0.05174], [-0.85960, -3.88644, -1.32962], [6.51209, 4.38597, 5.90182], [5.60480, 3.60627, 5.25634], [5.89725, 2.27086, 4.97429], [7.08729, 1.75547, 5.37136], [4.99525, 1.48584, 4.23484], [5.34517, 0.21534, 3.91009], [3.77981, 2.02003, 3.76246], [3.04084, 1.27385, 2.85372], [3.44247, 3.34684, 4.17819], [2.24105, 3.90447, 3.90570], [4.37355, 4.13415, 4.88046], [4.08973, 5.43218, 5.17187]],
  "forces_ev_per_angstrom": [[-0.1, 0.5, -0.5], [-0.3, 0.0, -0.2], [0.0, 0.0, 0.1], [0.2, 0.0, 0.1], [0.0, -0.1, 0.2], [0.3, -0.3, -0.2], [0.1, 0.6, 0.4], [0.0, 0.0, 0.1], [-0.1, 0.0, 0.0], [-0.1, 0.0, 0.0], [0.0, -0.1, -0.1], [0.7, -0.3, 0.5], [-2.1, -0.2, 0.2], [0.7, 1.4, 0.1], [-0.7, -1.3, 0.0], [0.0, -1.4, -0.4], [0.1, 0.1, 0.4], [-0.3, 0.3, -0.3], [0.1, 0.1, 0.2], [0.1, 0.1, -0.1], [-0.1, -0.1, -0.2], [0.1, 0.0, 0.0], [0.0, 0.1, 0.1], [0.1, 0.0, 0.0], [-0.1, -0.2, 0.0], [0.1, -0.1, -0.1], [0.1, -0.1, 0.1], [-0.1, 0.0, 0.3], [-0.1, -0.2, -0.2], [0.8, 0.2, -0.1], [-0.1, -0.1, -0.1], [-1.1, -0.3, -0.7], [1.4, 0.3, 0.4], [-0.1, 0.0, 0.1], [0.1, 0.2, 0.0], [0.0, 0.1, 0.0], [0.0, 0.1, 0.0], [0.0, -0.1, 0.1], [-0.2, -0.2, 0.0], [0.3, 0.1, -0.4], [-0.1, -0.1, 0.9], [-0.7, 0.3, -0.9], [0.1, -0.1, 0.1], [0.8, -1.2, 0.9], [-0.4, 1.1, -2.3], [0.1, -0.1, -0.1], [0.0, 0.0, 0.5], [-0.1, 0.1, -0.1], [0.1, 0.1, -0.1], [0.0, 0.3, 0.1], [0.2, -0.5, -0.3], [0.1, -0.1, 0.1], [0.1, -0.3, 0.2], [0.1, 0.0, -0.1], [0.0, 0.0, 0.0], [0.0, 0.0, 0.2], [0.0, 0.0, -0.1], [0.0, 0.0, 0.0], [0.0, 0.0, 0.0], [0.0, 0.0, 0.0], [0.0, 0.0, 0.0], [0.0, 0.0, 0.0], [0.0, 0.0, 0.0], [0.3, 0.4, 0.0], [0.5, 2.0, -0.7], [-0.1, -0.1, 0.0], [-0.1, 0.0, -0.1], [-0.4, -0.5, -0.3], [-0.1, -0.1, 0.0], [0.1, 0.0, 0.0], [0.0, 0.1, 0.0], [0.0, 0.1, 0.0], [0.1, 0.1, 0.1], [0.1, 0.1, 0.2], [-0.1, -0.1, 0.0], [0.0, 0.0, 0.1], [0.1, 0.0, 0.0], [-0.3, -0.3, -0.1], [0.1, -0.2, 0.0], [-0.4, -0.2, -0.3], [-0.3, 0.1, -0.1], [0.3, 0.7, 0.6], [-0.1, 0.7, 0.1], [-2.0, -1.6, -2.4], [2.0, 1.6, 3.2], [0.2, 0.2, 0.3], [0.9, -0.7, 1.0], [-0.6, -0.2, -0.4], [0.2, -0.8, -0.1]],
  "gap_ev": [3.09, 7.08],
  "multiplicity": 3,
  "e_homo_ev": [-0.8675, -4.8679],
  "total_charge": -1
}

***

# 2
{
  "formula": "C29H43F3N6O6S",
  "method": "ωB97M-V/def2-TZVPD",
  "elements": ["N", "C", "C", "C", "C", "S", "O", "O", "F", "C", "C", "N", "C", "C", "N", "C", "O", "F", "C", "O", "F", "N", "C", "H", "H", "H", "H", "H", "H", "H", "C", "C", "C", "C", "C", "C", "N", "O", "C", "C", "C", "H", "H", "H", "H", "H", "H", "H", "H", "H", "H", "H", "H", "H", "H", "H", "H", "H", "H", "C", "C", "C", "C", "C", "C", "N", "O", "C", "C", "C", "H", "H", "H", "H", "H", "H", "H", "H", "H", "H", "H", "H", "H", "H", "H", "H", "H", "H"],
  "xyz": [[0.78219, 1.39693, -1.31253], [-0.14007, 2.50231, -1.09392], [-0.45224, 3.27329, -2.37538], [0.48948, 4.13492, -2.87084], [0.21997, 4.83312, -4.05940], [1.42137, 5.94674, -4.68979], [2.28952, 6.32076, -3.63225], [1.95181, 5.46406, -5.91227], [0.55286, 7.17832, -5.04476], [-0.95228, 4.66329, -4.73984], [-1.93298, 3.79119, -4.24828], [-3.10146, 3.63509, -4.95341], [-3.95939, 2.82692, -4.41154], [-3.72159, 2.16341, -3.18597], [-4.72522, 1.27478, -2.67967], [-6.06937, 1.73698, -2.87855], [-6.91816, 1.09525, -3.35390], [-6.27929, 2.96927, -2.47797], [-4.55149, 1.01206, -1.27395], [-4.51384, 1.78945, -0.40448], [-4.45786, -0.27069, -1.05504], [-2.62027, 2.26753, -2.52076], [-1.67838, 3.10472, -3.05266], [0.29248, 0.61043, -1.71838], [1.52496, 1.65239, -1.94862], [0.31839, 3.21671, -0.41677], [-1.08000, 2.12263, -0.71829], [1.42311, 4.30461, -2.36064], [-1.14484, 5.20819, -5.65088], [-4.89240, 2.64824, -4.93142], [5.27554, 2.82071, 2.59451], [3.79572, 2.46545, 2.35246], [2.99865, 2.58149, 3.65309], [3.26954, 1.44166, 4.63073], [3.02290, 0.09571, 3.95199], [3.82220, -0.07856, 2.65919], [3.66228, 1.10259, 1.75527], [2.53407, 1.01502, 1.12015], [5.30709, -0.32351, 3.00734], [3.35653, -1.34158, 1.94185], [3.29675, 3.52224, 1.37263], [5.34400, 3.75763, 3.14875], [5.82847, 2.08408, 3.16857], [5.79783, 2.95432, 1.64637], [1.92881, 2.59379, 3.41962], [3.21934, 3.54078, 4.12509], [4.29181, 1.50338, 5.01443], [2.61179, 1.53824, 5.49683], [3.27203, -0.71823, 4.63636], [1.95384, 0.00397, 3.73430], [5.94182, -0.17671, 2.13263], [5.44484, -1.34994, 3.34598], [5.67439, 0.30329, 3.81774], [2.28692, -1.33290, 1.73983], [3.56244, -2.21145, 2.56444], [3.88144, -1.46961, 0.99383], [3.79486, 3.42930, 0.40643], [3.51316, 4.51322, 1.77211], [2.22164, 3.45968, 1.21097], [-3.53642, -5.94979, -0.04699], [-2.02434, -5.67253, -0.15442], [-1.35510, -5.81946, 1.21347], [-1.65615, -4.66069, 2.16070], [-1.28267, -3.33154, 1.50600], [-1.95264, -3.12712, 0.14617], [-1.76811, -4.32033, -0.73596], [-0.58803, -4.29056, -1.27186], [-3.44900, -2.80801, 0.35691], [-1.36315, -1.88911, -0.52450], [-1.49372, -6.75899, -1.08395], [-3.70225, -6.87882, 0.49963], [-4.10066, -5.18278, 0.47402], [-3.97693, -6.06197, -1.03842], [-0.27074, -5.88687, 1.07810], [-1.66577, -6.76335, 1.66505], [-2.71087, -4.66949, 2.44976], [-1.08535, -4.78429, 3.08314], [-1.55299, -2.50251, 2.16362], [-0.19514, -3.29259, 1.38629], [-4.00889, -2.92762, -0.57128], [-3.56659, -1.77651, 0.68061], [-3.92007, -3.40963, 1.13226], [-0.28091, -1.94762, -0.62661], [-1.58416, -1.00832, 0.07813], [-1.79355, -1.74073, -1.51723], [-1.89701, -6.64663, -2.09088], [-1.79703, -7.73446, -0.70324], [-0.40741, -6.75465, -1.14992]],
  "forces_ev_per_angstrom": [[-0.4, -0.2, 0.0], [0.2, 0.2, -1.0], [0.4, -0.2, 0.7], [-0.3, 0.2, -0.3], [-0.4, 0.1, -0.1], [1.0, -0.9, 0.3], [-0.1, 0.3, 0.2], [-0.2, 0.0, -0.3], [-0.4, 0.4, 0.0], [0.1, 0.3, -0.4], [0.1, 0.2, -0.3], [0.2, -0.3, 0.6], [-0.3, 0.2, -0.6], [0.3, -0.3, 0.6], [0.1, 0.9, 0.2], [0.3, -0.5, -0.4], [-0.9, -0.7, -0.4], [0.3, 0.9, 0.3], [0.3, -0.2, -0.2], [-0.1, 0.8, 0.6], [0.0, -0.9, -0.2], [-0.1, 0.0, -0.3], [-0.1, -0.3, 0.1], [0.0, -0.1, -0.1], [0.1, 0.0, 0.1], [-0.1, 0.0, 0.4], [0.0, 0.0, 0.5], [0.1, 0.0, 0.2], [-0.1, 0.0, -0.1], [-0.1, 0.1, -0.2], [0.1, -0.2, 0.1], [1.2, 0.9, 0.1], [-0.3, -0.3, 0.3], [0.0, 0.0, -0.1], [-0.2, 0.4, 0.2], [1.2, -0.9, 0.4], [-2.0, 0.1, 0.6], [0.6, 0.0, -0.3], [0.1, 0.1, 0.0], [-0.3, 0.0, -0.3], [-0.4, -0.1, -0.3], [-0.1, 0.1, -0.1], [-0.1, 0.0, 0.0], [0.0, 0.0, 0.0], [0.0, -0.1, -0.1], [0.1, 0.0, -0.1], [0.0, 0.0, 0.0], [0.0, 0.0, 0.0], [0.1, -0.1, -0.1], [0.0, 0.0, -0.1], [0.0, 0.0, 0.0], [-0.1, -0.1, -0.1], [0.0, 0.0, -0.1], [0.0, 0.1, -0.1], [0.1, 0.0, 0.1], [0.0, 0.0, 0.0], [0.0, 0.0, 0.0], [0.1, 0.0, 0.1], [0.0, -0.1, 0.0], [-0.2, 0.2, 0.1], [-1.2, -0.9, 0.0], [0.3, 0.3, 0.3], [0.0, 0.0, -0.1], [0.2, -0.4, 0.2], [-1.2, 1.0, 0.3], [1.9, -0.2, 0.7], [-0.5, 0.1, -0.5], [-0.1, -0.2, 0.1], [0.4, 0.0, -0.3], [0.4, 0.1, -0.2], [0.1, -0.1, -0.1], [0.1, 0.0, 0.0], [0.0, 0.0, 0.0], [0.0, 0.1, -0.1], [-0.1, 0.0, -0.1], [0.0, 0.0, 0.0], [0.0, 0.0, 0.0], [0.0, 0.1, -0.1], [0.0, 0.0, -0.1], [0.0, 0.0, 0.0], [0.2, 0.1, 0.0], [0.0, -0.1, -0.1], [0.0, -0.1, 0.0], [-0.1, 0.0, 0.1], [0.0, 0.0, 0.0], [0.0, 0.0, 0.0], [-0.1, 0.0, 0.1], [0.0, 0.1, 0.0]],
  "gap_ev": [7.16, 7.94],
  "multiplicity": 3,
  "e_homo_ev": [-8.3740, -9.1576],
  "total_charge": 0
}